Entry 1:
Here is a 3-piece molecular cluster, C2H13N2O2 overall at a distorted geometry from the Open Molecules 2025 dataset. Energies are from ωB97M-V/def2-TZVPD.

Output
Orbital gap (eV): 10.7239
LUMO energy (eV): -2.90
Energy above the lowest of the compared OMol25 structures with the same formula, charge and spin (kcal per mole): 3.0
Molar mass (g/mol): 97.1
E_HOMO (Eh): -0.5007
Charge: +1
Calculated total energy (eV): -9354.5021

Geometry as XYZ:
```
19
Properties=species:S:1:pos:R:3:lowdin_charge:R:1
O 2.4097 -0.6023 2.0963 -0.048
O -1.9329 -2.1063 -0.1869 -0.044
N 0.1151 -0.1760 0.5256 0.164
N -0.5388 2.2757 -0.5232 -0.003
C -0.5334 1.1469 -1.4407 -0.259
C 0.4091 0.0922 -0.9609 -0.123
H -1.5622 0.7782 -1.4299 0.125
H 0.3408 2.7585 -0.4165 0.087
H 0.9505 -0.4584 1.0404 0.084
H -0.1620 0.7509 0.8805 0.135
H 1.9733 -0.9116 2.8968 0.067
H 1.4481 0.4200 -0.9140 0.132
H -0.6966 -0.7996 0.6006 0.111
H -1.2135 2.9982 -0.7399 0.093
H -2.0713 -2.6631 0.5808 0.058
H 0.3428 -0.8654 -1.4511 0.123
H -2.3234 -2.5959 -0.9313 0.079
H -0.2666 1.4015 -2.4719 0.127
H 3.2302 -1.1147 1.9214 0.094
```


Entry 2:
Here is an isolated ion of composition C13H18F2NO4 and charge +1 at a distorted geometry from the Open Molecules 2025 dataset. Energies are from ωB97M-V/def2-TZVPD.

Output
Orbital gap (eV): 8.7196
LUMO energy (eV): -4.86
Molar mass (g/mol): 290.3
E_HOMO (Eh): -0.4989
Charge: +1
Calculated total energy (eV): -28877.7483
SMILES string: CC(=O)OCc1cc([C@H](C)F)c(C[C@H](C)O)[n+](O)c1F

Geometry as XYZ:
```
38
Properties=species:S:1:pos:R:3:lowdin_charge:R:1
F 2.3331 0.9759 -2.5842 0.166
F -2.6568 -2.0639 -0.2263 -0.048
O -0.6206 0.2704 3.0858 -0.032
O 0.0172 2.9961 -3.0623 0.125
O 2.9364 0.4510 -0.1161 0.105
O -1.2657 1.3397 -3.9449 -0.028
N 1.7175 0.0291 -0.5389 -0.007
C 1.7146 0.4752 4.0025 -0.026
C 0.1521 -0.0169 -2.4654 -0.039
C 0.8126 -0.6128 0.3063 -0.032
C -0.1930 0.3502 -3.9595 -0.068
C 1.2528 -0.8434 1.7836 -0.047
C -0.9987 2.3495 -3.0196 -0.483
C 1.4144 0.3221 -1.8623 -0.117
C -0.8329 -0.7022 -1.5950 0.135
C -1.6140 -1.7019 0.6827 -0.272
C -0.5156 -1.0124 -0.1861 -0.021
C 0.7684 0.3423 2.7565 -0.380
C -1.1675 -3.0275 1.4013 -0.021
C -2.0193 2.7199 -1.8929 0.020
H -2.1031 -1.0204 1.4285 0.147
H -0.2414 -3.4754 0.9642 0.095
H -1.8158 -0.9273 -2.0696 0.150
H -2.0439 -3.7307 1.3974 0.105
H 0.9654 -1.8534 2.1721 0.122
H 1.8772 1.5698 4.1950 0.094
H -0.6005 -0.5291 -4.5155 0.152
H 2.7231 0.0486 3.7645 0.083
H 2.3780 -0.8106 1.8430 0.117
H 3.6199 -0.2117 -0.3547 0.173
H -1.6641 2.3514 -0.8884 0.085
H -2.1190 3.8337 -1.8217 0.102
H -3.0380 2.2848 -2.0474 0.090
H 0.9118 1.2859 2.1455 0.149
H 0.6886 0.8228 -4.4553 0.139
H -1.0790 0.4722 2.2483 0.078
H 1.3196 0.0149 4.9400 0.097
H -1.0137 -2.7660 2.4890 0.093
```


Entry 3:
Here is CINOS as an isolated structure at a distorted geometry from the Open Molecules 2025 dataset. Energies are from ωB97M-V/def2-TZVPD.

Output
Orbital gap (eV): 7.0465
LUMO energy (eV): -1.86
Energy above the lowest of the compared OMol25 structures with the same formula, charge and spin (kcal per mole): 4.9
Molar mass (g/mol): 201.0
E_HOMO (Eh): -0.3271
Calculated total energy (eV): -23508.1598

Geometry as XYZ:
```
5
Properties=species:S:1:pos:R:3:lowdin_charge:R:1
I -0.9059 -1.4453 0.6310 0.967
S -1.0184 -1.2825 -1.6612 -0.266
O 1.0643 1.5809 -0.5056 0.188
N 0.2116 0.2371 1.2148 -0.293
C 0.6484 0.9099 0.3209 -0.596
```


Entry 4:
Here is C20H42O2P4Pb as an isolated structure at a distorted geometry from the Open Molecules 2025 dataset. Energies are from ωB97M-V/def2-TZVPD.

Output
Orbital gap (eV): 4.1226
LUMO energy (eV): -13.75
Energy above the lowest of the compared OMol25 structures with the same formula, charge and spin (kcal per mole): 0.0
Molar mass (g/mol): 645.7
E_HOMO (Eh): -0.6567
Charge: +4
Calculated total energy (eV): -67872.3335

Geometry as XYZ:
```
69
Properties=species:S:1:pos:R:3:lowdin_charge:R:1
Pb -0.4533 0.3842 -2.0390 1.443
P 0.9097 0.2637 2.7896 0.995
P -1.6281 -3.3069 -0.4006 0.717
P -1.9536 2.4519 1.9276 0.894
P 3.4945 -0.2504 -0.6526 0.705
O -1.8653 -0.3892 2.3162 0.051
O 1.5210 -3.0584 0.3902 0.004
C -1.0175 -4.4409 -1.7183 -0.285
C 1.6131 -2.0327 -0.1600 -0.177
C 0.0717 1.2750 -4.1598 -0.157
C -0.3122 -0.0828 -4.4018 -0.095
C 3.6719 1.5056 -1.1434 -0.297
C -1.4356 3.7146 0.6948 -0.131
C -0.8492 2.2022 -3.6055 -0.140
C -3.5561 2.0722 1.1998 -0.147
C -2.5693 0.4473 -3.5329 -0.079
C -1.3807 0.7590 2.2857 -0.287
C -2.2756 3.4033 3.4079 -0.146
C 2.2279 -1.0037 3.1693 -0.167
C -2.1520 1.7613 -3.2914 -0.139
C 5.1279 -0.6416 0.0573 -0.264
C -1.8541 -4.5084 0.9664 -0.270
C 3.6538 -0.8806 -2.3653 -0.273
C 1.9426 1.7032 2.2500 -0.225
C -1.6518 -0.4724 -4.0792 -0.086
C 0.3894 0.7469 4.4817 -0.228
C -3.3516 -3.1709 -1.0042 -0.314
H -0.3732 3.9839 0.7927 0.072
H -3.3220 -2.5316 -1.9052 0.007
H 0.4746 -0.8134 -4.7139 0.176
H -2.0767 4.6002 0.9313 0.116
H -0.9571 -3.8721 -2.6576 0.022
H 3.4096 -1.9544 -2.4058 0.049
H 1.7402 -1.9983 3.2106 0.068
H 1.2042 0.7762 5.2148 0.087
H -3.4363 2.0351 0.1016 0.061
H 1.4490 2.1578 1.3780 0.015
H -1.3534 3.8832 3.7571 0.088
H 1.1154 1.5607 -4.2503 0.147
H 4.6384 1.5959 -1.6651 0.067
H -3.7099 -4.2007 -1.2145 0.069
H 2.9489 -1.0406 2.3320 0.029
H -1.9958 -1.5030 -4.2047 0.155
H -3.9479 1.1112 1.5662 0.088
H -2.4835 -4.0286 1.7245 0.043
H -4.1669 2.9433 1.4785 0.098
H -0.8764 -4.6688 1.4359 0.040
H 4.6836 -0.6863 -2.7353 0.079
H -3.9651 -2.6628 -0.2397 0.043
H -3.6141 0.1344 -3.3618 0.170
H -0.1035 1.7235 4.4238 0.032
H 5.1722 -1.6953 0.3733 0.058
H -0.6264 3.2656 -3.3399 0.172
H 5.9253 -0.4311 -0.6729 0.066
H 5.2901 -0.0763 0.9856 0.048
H 0.0048 -4.7551 -1.4566 0.045
H 3.6300 2.1693 -0.2714 0.029
H 2.0487 2.4657 3.0407 0.078
H -2.2850 -5.4626 0.6211 0.074
H 2.8492 1.8004 -1.8143 0.011
H 2.7445 -0.8178 4.1362 0.101
H -2.8348 2.4906 -2.8794 0.143
H -3.0223 4.1795 3.1278 0.109
H -1.7291 -5.2836 -1.8148 0.069
H -1.6334 3.3672 -0.3407 0.045
H 2.9108 -0.3435 -2.9876 0.014
H -2.6319 2.7521 4.2213 0.101
H 2.9411 1.3798 1.9064 0.039
H -0.3533 -0.0016 4.7893 0.073
```